The following is a DFT calculation (ωB97M-V/def2-TZVPD) of C18H19N3O5 in the gas phase at a distorted geometry.

Structure (ORCA input):
```
! RIJCOSX wB97M-V def2-TZVPD def2/J DEFGRID3
* xyz 0 1
C -6.69487 -2.26810 -2.05586
O -5.69430 -2.13664 -3.07456
C -4.75496 -3.18329 -3.03848
O -4.06143 -3.20951 -1.81599
C -3.26655 -2.15621 -1.39816
C -3.18315 -1.75665 -0.05313
C -2.31161 -0.73923 0.41132
C -1.43810 -0.02454 -0.43959
C -0.40894 1.03351 0.14499
C 0.95395 0.48954 0.46153
N 1.93892 1.47913 1.03975
C 2.87605 2.26125 0.33638
C 3.76226 3.14077 0.99485
C 3.76371 3.17831 2.45219
C 3.08179 2.26258 3.15854
C 3.24601 2.31429 4.63656
C 2.09268 1.49196 2.43605
O 1.48090 0.64683 3.16896
N -1.10401 1.61435 1.23410
C -1.48398 2.90395 0.99898
O -1.83684 3.56252 1.95450
N -0.92170 3.29853 -0.18751
C -0.31209 2.22325 -0.74954
O 0.53923 2.47840 -1.61855
C -1.36314 -0.52684 -1.73859
C -2.28076 -1.55299 -2.17637
H -7.29266 -1.41823 -2.25586
H -7.28352 -3.12630 -2.09204
H -6.22442 -2.02461 -1.08915
H -5.24837 -4.15810 -3.15817
H -4.13268 -3.06648 -3.85495
H -3.76422 -2.29914 0.66721
H -2.44720 -0.51306 1.46334
H 0.91428 -0.41807 1.05820
H 1.34681 0.11016 -0.49723
H 2.87286 2.24050 -0.79471
H 4.44455 3.60654 0.34137
H 4.35486 4.00858 2.93135
H 3.89308 3.14665 4.90459
H 3.57790 1.31807 5.10074
H 2.29296 2.64296 5.17432
H -0.79043 1.54067 2.18399
H -0.43622 4.25107 -0.15649
H -0.68683 0.08285 -2.38039
H -2.25377 -1.75091 -3.26935
*
```

The structure (SMILES) is COCOc1ccc([C@]2(Cn3cccc(C)c3=O)NC(=O)NC2=O)cc1. The calculation puts the LUMO energy at 0.34 eV. The calculation puts the frontier orbital gap at 8.784 eV. The max |F| comes out at 5.9 eV/Å.

The following is a DFT calculation (ωB97M-V/def2-TZVPD) of 2 unconnected molecules or ions with the total composition C2H9N3O.

Structure (ORCA input):
```
! RIJCOSX wB97M-V def2-TZVPD def2/J DEFGRID3
* xyz 0 1
H 0.36347 0.95602 -1.81011
N -0.01347 0.48416 -0.99610
C 0.95301 0.13542 -0.22658
N 2.30041 0.30633 -0.54122
N 0.74932 -0.44400 0.99346
C -0.59323 -0.51590 1.54435
H 2.92672 -0.33970 -0.08699
H 2.46374 0.35719 -1.53481
H 1.48883 -0.26095 1.65067
H -1.23167 -1.09910 0.88568
H -1.05434 0.47160 1.65347
H -0.53488 -0.99864 2.51487
O -2.84482 0.09687 -0.65239
H -3.21627 -0.21041 -1.48179
H -1.87855 0.17781 -0.80055
*
```

The structure (SMILES) is [H]/N=C(\N)NC.O. The calculation puts the LUMO energy at 0.75 eV. The calculation puts the frontier orbital gap at 9.986 eV. The max |F| comes out at 0.4 eV/Å.

The following is a DFT calculation (ωB97M-V/def2-TZVPD) of a molecular structure, C44H61CsN10S3Te.

Structure (ORCA input):
```
! RIJCOSX wB97M-V def2-TZVPD def2/J DEFGRID3
* xyz 0 1
Cs -0.30971 1.14306 0.14164
N 0.92066 1.95762 3.03896
C 2.06767 2.87257 3.07550
C 3.12991 2.45562 2.07640
N 2.70429 2.49512 0.67450
C 3.65550 1.76405 -0.16953
C 3.01880 0.88744 -1.23744
N 2.33557 -0.24273 -0.61722
C 2.56709 3.88825 0.24365
C 2.12715 4.13274 -1.19121
N 0.81048 3.58423 -1.48968
H 0.31099 2.21597 2.26633
H 0.35596 2.07807 3.87208
H 2.51211 2.80695 4.07192
H 1.76715 3.91500 2.92983
H 3.40694 1.42692 2.30891
H 4.02821 3.08261 2.22897
H 4.26295 1.11760 0.47212
H 4.36077 2.46055 -0.64610
H 3.80598 0.58247 -1.94284
H 2.27562 1.46461 -1.79546
H 2.93639 -0.76363 0.00999
H 1.93895 -0.87940 -1.29523
H 3.52865 4.41421 0.38671
H 1.83999 4.37111 0.89564
H 2.85681 3.70512 -1.88737
H 2.17919 5.22101 -1.33076
H 0.51474 3.89775 -2.40698
H 0.10596 3.90706 -0.81195
C -5.32225 -2.57663 -3.20870
C -5.18351 -2.32035 -1.70194
C -6.35980 -2.97117 -0.95970
C -3.89239 -2.98425 -1.22397
C -5.18982 -0.81391 -1.44294
C -6.31581 -0.05836 -1.83013
C -6.40700 1.29699 -1.60423
C -5.33781 1.94385 -0.98540
S -5.14264 3.59418 -0.51379
C -3.55307 3.21215 0.14113
N -3.19637 1.97609 -0.01412
C -4.19569 1.22752 -0.61983
C -4.13599 -0.15583 -0.83616
C -2.76621 4.26874 0.82208
C -3.51327 5.29906 1.41615
C -2.87094 6.32642 2.08584
C -1.48727 6.30822 2.14608
C -0.77830 5.27297 1.54589
C -1.35097 4.18868 0.85412
H -5.34457 -3.65298 -3.40178
H -4.48019 -2.14559 -3.75446
H -6.24498 -2.14820 -3.60550
H -6.35911 -4.05047 -1.13267
H -7.31846 -2.57784 -1.30092
H -6.28792 -2.79685 0.11589
H -3.94141 -4.05788 -1.41709
H -3.73692 -2.85111 -0.15071
H -3.01831 -2.60030 -1.75363
H -7.14586 -0.55870 -2.31373
H -7.29522 1.84142 -1.89794
H -3.26059 -0.69832 -0.50198
H -4.59728 5.28956 1.38132
H -3.44084 7.11915 2.55443
H -0.96164 7.10508 2.66388
H 0.30669 5.34497 1.63526
S 0.03835 -2.94444 0.00651
C 1.45563 -3.69704 -0.38378
N 2.37890 -4.14558 0.46940
C 3.42540 -4.99866 -0.07367
C 3.60329 -4.54286 -1.51539
S 1.93513 -4.04090 -2.03682
H 2.18802 -4.10814 1.46266
H 3.11493 -6.04682 -0.02995
H 4.33945 -4.87946 0.50608
H 3.96724 -5.34163 -2.15599
H 4.27464 -3.68738 -1.58136
C -1.38048 -0.56254 -2.90141
N -0.14461 0.21203 -3.06574
C -0.43312 1.33885 -3.95804
N -0.93316 0.89502 -5.26202
C -2.14898 0.10378 -5.03860
N -1.90278 -1.05624 -4.17769
C -0.86818 -1.88487 -4.80046
N 0.37920 -1.14386 -5.01945
C 0.84242 -0.65286 -3.71913
C 0.07612 0.01917 -5.86128
H -2.13988 0.07259 -2.43929
H -1.18104 -1.41180 -2.24175
H 0.47989 1.92090 -4.10034
H -1.18123 1.98166 -3.48789
H -2.52719 -0.24472 -6.00213
H -2.90627 0.73656 -4.57159
H -1.23539 -2.25012 -5.76193
H -0.66264 -2.74076 -4.15328
H 1.76970 -0.09101 -3.86083
H 1.04179 -1.51656 -3.07984
H -0.28863 -0.33094 -6.82908
H 0.99338 0.59032 -6.01929
Te 1.66484 -1.05618 3.03465
C 2.58765 -0.24727 4.74984
C 1.83774 -0.00916 5.89776
C 2.43100 0.56539 7.01359
C 3.77738 0.90367 6.99205
C 4.52979 0.66916 5.85077
C 3.93456 0.10063 4.73049
C 2.27755 -3.05240 3.42888
C 1.32090 -4.06688 3.45177
C 1.70678 -5.39954 3.54449
C 3.05018 -5.73117 3.63628
C 4.01019 -4.72771 3.62591
C 3.62674 -3.39833 3.50667
H 0.78769 -0.27349 5.91945
H 1.83982 0.74868 7.90206
H 4.23843 1.35215 7.86273
H 5.57901 0.93589 5.82531
H 4.52218 -0.05754 3.83372
H 0.27014 -3.81647 3.37256
H 0.95265 -6.17655 3.55310
H 3.35061 -6.76807 3.71867
H 5.06100 -4.98044 3.69913
H 4.38425 -2.62434 3.47136
*
```

The calculation puts the LUMO energy at -0.04 eV. The calculation puts the frontier orbital gap at 6.435 eV. The max |F| comes out at 0.6 eV/Å.

The following is a DFT calculation (ωB97M-V/def2-TZVPD) of C3H4N2 in the gas phase at a distorted geometry.

Structure (ORCA input):
```
! RIJCOSX wB97M-V def2-TZVPD def2/J DEFGRID3
* xyz 0 1
N 2.49990 0.53635 -0.57410
C 1.65817 -0.16513 -0.19174
C 0.27787 0.30006 -0.06304
C -1.00660 -0.36583 -0.26141
N -0.61643 0.16044 1.05522
H 0.34607 1.31036 -0.43968
H -1.72057 0.25173 -0.79847
H -1.09723 -1.43552 -0.40598
H -0.34119 -0.59247 1.67920
*
```

The structure (SMILES) is N#C[C@H]1CN1. The calculation puts the LUMO energy at 0.04 eV. The calculation puts the frontier orbital gap at 10.132 eV. The max |F| comes out at 2.3 eV/Å.

Energy for the records above, in order: -1237.71424; -321.12451; -3743.49736; -226.11916 hartree